No. 1
A cluster of 18 separate species, C6H36O21 in total, computed with ωB97M-V/def2-TZVPD.

```
63
Properties=species:S:1:pos:R:3:forces:R:3
C 11.6511 -20.9154 -18.4652 -1.2925 -1.0998 4.1708
C 11.3591 -20.4435 -19.6527 1.5898 1.6391 -6.8119
C 10.0728 -19.5632 -19.9239 1.0983 -0.3963 -5.8798
O 9.7939 -19.1940 -21.1495 1.4613 -1.0872 3.1170
C 9.1272 -19.3126 -18.9963 -0.3583 -1.1361 3.9685
C 9.3768 -19.8093 -17.6198 -0.4163 -0.5695 0.8120
C 10.7201 -20.7604 -17.3766 0.4910 -0.1784 3.3818
O 10.9876 -21.2424 -16.2146 -1.7138 1.8402 -4.1093
O 8.5826 -19.5930 -16.6774 2.5295 -0.4566 -2.3627
O 12.2150 -20.6840 -20.6229 -2.7631 1.0572 2.0732
H 12.5597 -21.4881 -18.3513 -0.2152 -0.0726 0.0947
H 8.1529 -18.9349 -19.2692 0.0629 0.3734 0.1273
O 12.5712 -22.7383 -22.7203 -0.2202 -0.2881 -0.2574
H 13.1248 -23.5050 -22.5724 0.2217 -0.1275 -0.0127
H 12.7017 -22.1945 -21.9434 -0.1084 0.3882 0.0863
O 11.1402 -16.2868 -20.4887 0.0321 0.3198 0.2686
H 11.3946 -16.4249 -19.5763 0.2314 0.0531 0.3130
H 11.2526 -17.1431 -20.9014 -0.0122 -0.3045 -0.4163
O 14.9620 -20.2802 -22.8026 -0.0962 0.0746 -0.2060
H 15.9143 -20.2454 -22.7120 0.2313 0.0332 -0.0313
H 14.6368 -20.3247 -21.9035 -0.2273 -0.0439 0.2904
O 8.4457 -16.5700 -21.0425 -1.1106 0.1975 0.1020
H 8.5476 -17.5168 -20.9457 0.3156 -0.3353 -0.3382
H 9.1111 -16.1967 -20.4644 0.5024 0.1480 -0.0528
O 12.5964 -21.1657 -14.0171 -0.0596 0.0322 0.8098
H 13.2419 -20.5546 -14.3721 0.2366 -0.0066 -0.2063
H 12.0684 -21.4230 -14.7730 0.0179 -0.1013 -0.2108
O 10.1487 -24.0160 -16.0539 0.4636 -0.6626 0.0115
H 9.3428 -23.5190 -16.1943 -0.6340 0.3265 -0.1538
H 10.8491 -23.4128 -16.3026 0.1351 0.1719 0.1211
O 8.5878 -21.2993 -23.2143 0.0159 -0.2902 -0.0129
H 8.6122 -20.6073 -22.5534 0.2308 0.3851 0.1425
H 7.6567 -21.4906 -23.3272 -0.2468 -0.0550 -0.0929
O 9.8560 -16.9687 -15.4720 0.0817 0.3833 -0.2443
H 9.7183 -17.8038 -15.9192 -0.1559 -0.2369 0.0551
H 10.0656 -17.2111 -14.5701 0.0240 -0.1671 0.2695
O 5.2884 -17.3054 -19.6755 -0.2759 -0.3028 0.1699
H 6.2394 -17.2844 -19.5688 0.2906 0.2345 -0.0598
H 5.1043 -16.6232 -20.3212 0.0639 0.1608 -0.1925
O 7.6783 -22.5571 -16.6187 0.3697 -0.2653 0.5002
H 7.6046 -21.9250 -15.9037 -0.0480 0.1461 0.5200
H 7.4767 -22.0526 -17.4068 -0.2888 -0.1570 -0.5901
O 6.1289 -19.2489 -15.9117 -0.8120 -0.1030 0.0789
H 7.0051 -19.3866 -16.2716 0.0091 0.1500 -0.0570
H 6.2339 -18.5240 -15.2954 -0.0060 0.1344 0.1689
O 9.0361 -20.3002 -14.1238 -0.2586 0.0812 0.7929
H 8.9006 -20.0420 -15.0355 0.0533 -0.0671 -0.2110
H 9.8842 -20.7440 -14.1236 0.2828 -0.1440 0.0342
O 13.7923 -23.2497 -19.8788 0.4524 -0.3582 0.3958
H 13.4588 -22.3559 -19.9568 -0.2330 0.6384 -0.2831
H 13.0129 -23.8025 -19.9356 -0.3373 -0.1886 -0.1526
O 7.0064 -21.8805 -19.1744 -0.0939 0.0888 0.0780
H 7.0657 -20.9277 -19.2448 -0.2433 0.3262 -0.1654
H 7.6691 -22.2078 -19.7826 0.2324 -0.2460 -0.2653
O 11.7935 -19.2356 -23.7044 -0.0341 0.3448 -0.2987
H 12.7031 -19.4202 -23.4702 0.3345 -0.2021 -0.0013
H 11.3181 -19.2812 -22.8749 -0.2752 -0.2043 0.3188
O 14.1365 -21.0513 -16.6153 0.2888 0.6308 -0.1556
H 14.3304 -21.9807 -16.7366 0.1203 -0.5895 0.3086
H 13.2305 -20.9548 -16.9088 -0.0050 0.0653 0.4325
O 14.4390 -23.9970 -17.1275 0.1534 0.1464 0.4612
H 14.0860 -24.8867 -17.1243 -0.1122 -0.1761 0.1811
H 14.2300 -23.6589 -17.9983 0.0298 0.0485 -0.8244
```
Forces are in eV/Å.

HOMO level (alpha / beta) = -8.44 / -7.36 eV
<S²> = 0.79
HOMO-LUMO gap (alpha / beta) = 8.273 / 4.781 eV
electronic energy = -49804.1700 eV
net charge = -1
spin multiplicity = 2
molecular weight = 444.33 g mol⁻¹

Here are the Löwdin charges for atoms 1 to 2, given in e: atom 1 (C): 0.039, atom 2 (C): -0.266

No. 2
A cluster of 2 separate species, C12H16N2O in total, computed with ωB97M-V/def2-TZVPD.

```
31
Properties=species:S:1:pos:R:3:forces:R:3
C -0.0565 2.8469 0.8874 -0.9692 0.0270 0.2749
C -1.1863 1.8043 0.7252 1.8673 -1.0896 0.3436
C 1.0955 2.3537 1.7155 -0.8680 1.2104 1.0951
C 1.7888 3.1345 2.6541 1.6195 -1.2833 -0.7929
C 2.4745 0.9931 2.6428 -1.7521 0.4963 -0.4235
N 1.4526 1.0408 1.8043 0.6187 0.4262 -0.0669
N 2.7321 2.2454 3.1294 0.6537 -2.3162 0.8770
H 0.3160 3.1852 -0.0749 -0.0812 0.1601 -0.2151
H -0.5265 3.6873 1.4349 0.5578 0.0353 -0.4368
H -1.4295 1.4950 1.7474 -0.6738 0.1633 -0.2089
H 2.0582 4.1450 2.9339 -1.0071 0.2481 -0.5468
H 2.7599 0.0251 3.0432 0.7723 0.5131 0.0137
H 3.4332 2.3070 3.8488 -0.1933 0.7958 0.0746
H -0.7400 0.8867 0.3000 -0.3690 0.3592 -0.1589
H -2.0186 2.1098 0.1047 -0.1570 0.2000 0.1588
C 1.3655 -3.0786 -1.0228 0.8643 1.6421 -0.5061
C -2.2103 -1.1975 -2.1348 -1.9909 -0.5110 0.0010
C -2.3157 -2.4532 -1.5001 -0.0461 0.4927 -0.1324
C -1.0844 -0.5104 -2.4883 -1.2274 -0.7370 0.2631
C -1.0843 -3.1365 -1.2677 0.9340 1.1141 -0.4938
C 0.1352 -1.1567 -2.1068 1.2877 0.3592 -0.4830
C 0.1141 -2.4373 -1.5527 -1.4213 -1.3629 0.7213
O -3.4247 -0.6020 -2.5504 0.4212 0.6106 -0.3572
H -3.3064 -2.8445 -1.2534 0.3168 -0.0474 -0.1944
H -4.1750 -0.9105 -2.0453 0.0989 -0.4297 0.4048
H -1.3678 0.4056 -3.0040 1.0934 0.1046 0.0345
H -1.0175 -4.1587 -0.9264 -0.1114 -0.0607 0.2618
H 1.1021 -0.7288 -2.4047 -0.2926 -0.1067 0.3014
H 1.3016 -4.1105 -0.6911 -0.1821 -0.0801 -0.2365
H 1.6524 -2.4353 -0.1788 0.1869 -0.3807 0.1703
H 2.1617 -2.9049 -1.7694 0.0500 -0.5526 0.2574
```
Forces are in eV/Å.

HOMO level (alpha / beta) = 0.95 / -3.28 eV
<S²> = 0.76
HOMO-LUMO gap (alpha / beta) = 1.819 / 5.911 eV
electronic energy = -17728.9398 eV
relative energy (zero: lowest compared OMol25 entry of this formula, charge and spin) = 54.73 kcal per mole
net charge = -1
spin multiplicity = 2
molecular weight = 204.27 g mol⁻¹

Here are the Löwdin charges for atoms 1 to 2, given in e: atom 1 (C): -0.214, atom 2 (C): -0.106

No. 3
The molecule C4H4Cl2O3, computed with ωB97M-V/def2-TZVPD.

```
13
Properties=species:S:1:pos:R:3:forces:R:3
O -0.9360 1.7867 2.6888 0.3382 -0.4740 -3.7409
C -0.8311 1.7017 1.4590 0.0169 0.0584 3.9527
Cl -1.5904 2.9163 0.4645 0.1647 -0.3760 -0.2661
C 0.0580 0.6084 0.8405 -0.9403 -0.6468 -1.2088
O -0.0529 0.5564 -0.6125 0.1732 -0.3630 0.4700
C -0.2720 -0.7444 -1.1873 1.2888 1.1208 -0.3716
C 0.9891 -1.6351 -1.1090 -1.1786 -2.8000 3.1331
O 0.8706 -2.7023 -0.4938 0.9442 2.7596 -2.2516
Cl 2.5622 -1.0066 -1.5780 -0.6256 -0.0816 -0.1282
H 1.0678 0.8355 1.1985 0.0294 -0.0162 -0.4051
H -0.2254 -0.3851 1.2555 0.0025 0.7665 0.0315
H -1.0558 -1.2706 -0.6925 -0.4377 -0.5106 0.6488
H -0.5841 -0.6610 -2.2337 0.2243 0.5629 0.1362
```
Forces are in eV/Å.

HOMO level = -10.70 eV
HOMO-LUMO gap = 10.793 eV
electronic energy = -35399.1052 eV
relative energy (zero: lowest compared OMol25 entry of this formula, charge and spin) = 0.00 kcal per mole
molecular weight = 170.98 g mol⁻¹

Here are the Löwdin charges for atoms 1 to 2, given in e: atom 1 (O): 0.008, atom 2 (C): -0.751

No. 4
A cluster of 4 separate species, CH10N2O4 in total, computed with ωB97M-V/def2-TZVPD.

```
17
Properties=species:S:1:pos:R:3:forces:R:3
N 18.8245 -13.9920 -8.9322 -0.2392 1.7482 0.0846
C 19.0604 -15.2686 -9.3368 -2.2470 1.5097 -0.3458
N 19.7620 -15.8935 -8.4387 2.6432 -1.7969 2.3297
O 18.4949 -15.7500 -10.2701 -0.5295 -1.0542 -2.0510
H 19.4669 -13.5474 -8.2921 -0.4490 0.3196 -0.2947
H 18.1625 -13.4435 -9.4623 0.5338 -0.0649 -0.0311
H 20.1476 -15.2780 -7.7368 0.3811 -0.9177 0.1068
H 20.1571 -16.8036 -8.6276 -0.0434 0.3076 0.1215
O 14.3189 -13.1694 -7.0205 0.0750 0.1403 -0.0182
H 13.6212 -12.7570 -7.5298 -0.1656 0.1732 -0.1529
H 13.9316 -13.9831 -6.6978 0.0272 -0.3097 0.1803
O 17.0374 -15.0157 -5.8159 -0.2256 -0.5807 0.3205
H 17.9630 -15.1561 -6.0156 0.1309 -0.0493 -0.0823
H 16.8102 -14.2122 -6.2839 0.1386 0.4909 -0.1130
O 17.0146 -12.3294 -6.9466 0.5922 0.1434 0.1247
H 16.1108 -12.2318 -6.6468 -0.4841 0.0342 0.0239
H 16.9379 -12.7230 -7.8157 -0.1385 -0.0937 -0.2029
```
Forces are in eV/Å.

HOMO level = -10.07 eV
HOMO-LUMO gap = 10.464 eV
electronic energy = -12370.0861 eV
relative energy (zero: lowest compared OMol25 entry of this formula, charge and spin) = 23.06 kcal per mole
molecular weight = 114.10 g mol⁻¹

Here are the Löwdin charges for atoms 1 to 2, given in e: atom 1 (N): 0.138, atom 2 (C): -0.768

No. 5
A cluster of 2 separate species, C5H13NO4P2S in total, computed with ωB97M-V/def2-TZVPD.

```
26
Properties=species:S:1:pos:R:3:forces:R:3
C 1.3392 1.8925 -0.1009 0.3399 -0.2955 -0.3495
C 2.4241 -1.1479 -1.6351 1.3657 -0.9466 1.4664
C -2.8643 -1.4798 0.6310 0.6293 2.0105 -0.8464
C 0.3446 2.8611 -0.4788 -3.1515 -0.1766 1.9548
C 2.0583 0.2628 1.5128 -1.2632 1.2374 -1.5028
N 1.0612 1.1795 1.0310 0.7939 -0.1578 0.7573
O 2.3712 1.6866 -0.7364 0.2570 0.4492 -0.2197
O -0.0721 -0.7197 -0.6583 0.8749 -1.0035 0.2487
O -1.7203 0.8288 1.5493 0.4159 0.1785 0.2377
O 1.8979 -1.0638 1.1069 -0.2885 -0.7146 -1.8912
P 1.2159 -1.4226 -0.3311 -0.6895 1.5960 0.2387
P -2.6030 0.3168 0.4768 0.8999 -0.4981 -1.0609
S -2.1465 1.1225 -1.4477 -0.4249 -0.4781 0.7535
H 2.4108 -1.7864 -2.4881 -0.5885 -0.5537 -0.5804
H 2.3540 -0.1281 -1.8977 -0.3264 1.1147 -0.4465
H 3.4404 -1.2568 -1.2125 -0.4034 -0.0433 0.0239
H -2.9788 -1.3570 1.6560 -0.4706 -0.6750 2.3142
H -3.7492 -1.8086 0.1867 -1.4685 -0.4069 -0.7652
H -2.0610 -2.1173 0.4223 1.2879 -0.5707 -0.4073
H 0.2902 3.4419 -1.3780 0.5298 -0.0172 -0.2657
H -0.6060 2.8987 0.2075 2.0842 0.1277 -1.3765
H 2.9572 0.7223 1.2580 1.9046 0.1332 -1.0044
H 2.1016 0.1440 2.5188 -0.5612 0.2976 3.3035
H 0.1007 1.0022 1.2609 -0.7302 0.1763 0.3491
H 1.0921 -2.7025 0.1205 -0.1417 -1.2308 -0.6117
H -3.8969 0.7179 0.6971 -0.8750 0.4472 -0.3195
```
Forces are in eV/Å.

HOMO level (alpha / beta) = -9.46 / -8.82 eV
HOMO-LUMO gap (alpha / beta) = 8.639 / 6.346 eV
electronic energy = -44487.8721 eV
relative energy (zero: lowest compared OMol25 entry of this formula, charge and spin) = 53.30 kcal per mole
molecular weight = 245.18 g mol⁻¹

Here are the Löwdin charges for atoms 1 to 2, given in e: atom 1 (C): -0.582, atom 2 (C): -0.151

No. 6
A cluster of 2 separate species, CH5NO in total, computed with ωB97M-V/def2-TZVPD.

```
8
Properties=species:S:1:pos:R:3:forces:R:3
C -2.0863 -0.2234 -0.7595 -0.1046 1.0537 0.3799
N -2.7980 0.6884 -0.2332 0.7854 0.4672 -0.5243
H -1.1991 -0.5040 -0.1939 -0.2887 -0.8700 -0.0109
H -2.2705 -0.5923 -1.7663 0.3733 -0.1100 -0.1368
H -3.3581 1.1420 -0.9581 -0.7623 -0.5439 0.2913
O 4.0542 -0.4282 1.0563 0.0033 -0.0759 -0.1340
H 4.3460 -0.2448 1.9517 0.0062 0.0436 0.1009
H 3.3119 0.1624 0.9030 -0.0125 0.0353 0.0339
```
Forces are in eV/Å.

HOMO level = -10.17 eV
HOMO-LUMO gap = 10.985 eV
electronic energy = -4654.5024 eV
relative energy (zero: lowest compared OMol25 entry of this formula, charge and spin) = 20.32 kcal per mole
molecular weight = 47.06 g mol⁻¹

Here are the Löwdin charges for atoms 1 to 2, given in e: atom 1 (C): -0.146, atom 2 (N): 0.002